a:
# C2H3ClN3O

C2H3ClN3O as an isolated structure (the ωB97M-V functional and the def2-TZVPD basis, OMol25).

XYZ file:
```
10
Properties=species:S:1:pos:R:3
C 0.0338 -0.3146 0.0688
C -1.0559 0.5708 0.3090
N 1.0793 -0.1140 0.7564
N -0.9936 1.4300 1.3013
N 2.1002 0.1478 1.2303
O -1.9460 2.2733 1.5719
Cl 3.9012 0.3986 -0.9280
H -0.3261 -1.2147 -0.1997
H 2.8766 0.5924 0.2851
H -1.9513 0.5058 -0.3040
```

As for the charge: -1. The calculation puts the HOMO energy (alpha / beta) at -3.59 / -3.59 eV.

Atom charges from the Löwdin analysis, given in e for atoms 1 to 8: C -0.119; C -0.245; N -0.074; N -0.192; N 0.116; O -0.268; Cl -0.193; H 0.080

=====

b:
# C2H3ClN3O

C2H3ClN3O as an isolated structure (the ωB97M-V functional and the def2-TZVPD basis, OMol25).

XYZ file:
```
10
Properties=species:S:1:pos:R:3
C -1.2017 0.0994 0.4309
C -1.9408 0.2555 -0.5992
N 0.2836 -0.2203 0.5122
N 1.1072 -0.4042 -1.6109
N 1.1057 -0.4533 -0.3994
O 1.8521 -0.8412 -2.4931
Cl 1.2977 0.9633 2.9242
H -1.5021 0.2221 1.4579
H -1.7119 0.1506 -1.6469
H 0.7102 0.2283 1.4243
```

As for the charge: -1. The calculation puts the HOMO energy (alpha / beta) at -4.33 / -4.35 eV.

Atom charges from the Löwdin analysis, given in e for atoms 1 to 8: C -0.283; C 0.020; N -0.043; N -0.116; N 0.031; O -0.082; Cl -0.370; H 0.062

=====

How do the energies compare? Relative to the most stable structure, in eV: a 0.000; b 2.281.

=====

a:
# C10H12OS

An isolated molecule of C10H12OS (the ωB97M-V functional and the def2-TZVPD basis, OMol25).

XYZ file:
```
24
Properties=species:S:1:pos:R:3
C 0.7104 2.4913 0.2455
C 1.3978 1.3363 0.2997
C -0.6111 2.4481 -0.3989
C 1.0091 0.0600 -0.4652
C -0.5429 -0.0392 -0.5142
C -1.3462 -0.6202 0.9450
C 2.6389 -2.0223 -0.2885
C -1.2523 1.2949 -0.7541
C 1.5505 -1.1962 0.2759
C -2.8182 -0.7554 1.0173
O 1.2792 -2.4350 -0.2285
S -3.7114 -1.1578 -0.3673
H 1.1591 3.4740 0.7588
H 2.4617 1.2741 0.7207
H -1.0751 3.3128 -0.8769
H 1.5528 0.0311 -1.4164
H -0.9731 -0.8309 -1.2803
H -1.0497 -1.6018 1.0514
H -1.0079 0.1207 1.6770
H 3.0819 -1.8850 -1.2378
H 3.2566 -2.5183 0.4675
H -2.3258 1.3359 -1.0346
H 1.5901 -1.0992 1.4013
H -4.9743 -1.0178 0.0025
```

As for the charge: 0. The calculation puts the HOMO energy at -7.75 eV.

Atom charges from the Löwdin analysis, given in e for atoms 1 to 8: C -0.103; C -0.080; C -0.115; C -0.214; C -0.201; C -0.252; C -0.084; C -0.094

=====

b:
# C10H12OS

An isolated molecule of C10H12OS (the ωB97M-V functional and the def2-TZVPD basis, OMol25).

XYZ file:
```
24
Properties=species:S:1:pos:R:3
C 2.3413 -2.2752 -0.4414
C 1.8638 -1.2150 -0.2027
C 1.2664 0.0609 0.0196
O 2.2782 0.8825 0.5727
C 0.5855 0.7849 -1.2087
C -0.5763 0.0656 -1.8012
C -1.4901 1.0173 -2.5437
C 0.1983 -0.1465 1.2322
C -0.0547 -1.1724 2.0530
C -1.0130 -0.8193 3.0812
C -1.4480 0.4748 2.9595
S -0.6982 1.2653 1.6281
H 3.0098 -3.0513 -0.6665
H 2.2174 1.7639 0.2182
H 0.1993 1.7351 -0.8226
H 1.2502 1.0237 -1.9891
H -0.2462 -0.7392 -2.5753
H -1.1257 -0.3998 -0.9772
H -2.0066 1.5371 -1.9098
H -2.3269 0.4015 -2.9738
H -1.1228 1.7233 -3.2456
H 0.3985 -2.1610 2.0486
H -1.3299 -1.5689 3.8841
H -2.1702 0.8128 3.6605
```

As for the charge: 0. The calculation puts the HOMO energy at -8.92 eV. Its SMILES is C#C[C@@](O)(CCC)c1cccs1.

Atom charges from the Löwdin analysis, given in e for atoms 1 to 8: C 0.163; C -0.074; C -0.486; O 0.002; C -0.167; C -0.256; C -0.102; C -0.452

=====

How do the energies compare? Relative to the most stable structure, in eV: a 3.159; b 0.000.

=====

a:
# C28H42NO24

A 8-piece molecular cluster, C28H42NO24 overall (the ωB97M-V functional and the def2-TZVPD basis, OMol25).

XYZ file:
```
95
Properties=species:S:1:pos:R:3
N 37.5530 40.7330 37.5330
O 36.6850 40.4620 36.6110
O 37.2940 40.5680 38.7450
O 38.6050 41.2330 37.2070
C 41.6550 41.2480 38.7140
C 40.9710 42.4430 39.3220
C 40.0630 41.9920 40.5290
O 40.4590 42.8260 41.5670
C 41.4240 43.6160 41.2390
O 41.9470 44.4590 42.0290
O 41.8530 43.3230 40.0040
H 42.3730 40.6860 39.4160
H 42.2860 41.4750 37.8920
H 40.9630 40.5370 38.3720
H 40.4140 42.8590 38.5240
H 40.3130 40.9460 40.7190
H 39.0750 41.9040 40.2580
C 36.8410 43.9340 40.9510
C 36.7260 43.9580 39.4250
C 35.4620 43.0700 38.8880
O 34.6500 44.2000 38.4070
C 35.3560 45.3720 38.4210
O 34.8080 46.4190 38.1230
O 36.4590 45.2960 39.0150
H 35.9670 44.1790 41.5430
H 37.5830 44.5980 41.2800
H 37.1700 42.9240 41.2560
H 37.5020 43.6220 38.6980
H 34.9190 42.8710 39.6440
H 35.7410 42.4120 38.0970
C 39.0960 38.1860 40.8420
C 40.4940 37.7250 41.2310
C 40.7750 36.4560 40.4080
O 42.1260 36.6260 40.0230
C 42.5140 37.8420 40.3590
O 43.6280 38.3130 40.0810
O 41.5530 38.5950 40.9630
H 39.0100 38.9860 41.5730
H 38.3360 37.5200 41.2260
H 38.8530 38.3710 39.9020
H 40.5570 37.4820 42.1720
H 40.3750 36.4490 39.4680
H 40.5350 35.5180 40.7090
C 32.4550 39.0360 38.7290
C 33.2210 40.1850 38.1820
C 33.0610 40.5040 36.7630
O 32.1370 41.5400 36.7420
C 31.7540 41.9580 37.9510
O 30.9390 42.7700 38.2670
O 32.6330 41.3640 38.7740
H 32.7390 37.9940 38.2760
H 31.3700 39.2670 38.4860
H 32.5560 39.0730 39.8350
H 34.3000 40.3210 38.3230
H 32.8260 39.7170 36.0190
H 33.9510 40.9470 36.2890
C 36.3330 37.1110 35.9910
C 37.0570 37.1220 37.3360
C 36.1410 37.3160 38.6030
O 36.6940 36.3000 39.4320
C 37.2490 35.3490 38.7650
O 37.6230 34.2850 39.3150
O 37.6740 35.7850 37.6110
H 36.0090 38.1510 35.8140
H 35.5320 36.4760 36.1160
H 37.0440 36.6670 35.3030
H 37.8750 37.7160 37.2150
H 35.1710 37.3830 38.2970
H 36.5680 38.2880 39.1120
C 35.8080 39.9320 41.8350
C 34.5920 40.6090 42.4510
C 34.9240 41.4400 43.7900
O 34.1030 42.5860 43.5630
C 33.6340 42.7600 42.4360
O 32.9110 43.5850 42.0480
O 34.0150 41.6610 41.6410
H 36.8360 40.5050 41.9090
H 35.6590 39.8870 40.7410
H 36.0130 38.9940 42.1940
H 33.6820 39.9500 42.6970
H 36.0370 41.7470 43.8340
H 34.6540 40.9760 44.6860
C 37.2830 39.6570 33.4340
C 36.5400 38.8430 32.2990
C 37.5070 38.3290 31.2110
O 37.3400 36.9260 31.2450
C 36.3980 36.5600 32.1860
O 36.1730 35.3830 32.4250
O 36.0510 37.5680 32.9120
H 37.4870 40.5050 32.7990
H 38.1010 39.1500 33.9360
H 36.6830 39.9700 34.2860
H 35.5820 39.4560 32.0810
H 38.6360 38.6250 31.4710
H 37.2150 38.8160 30.2980
```

As for the charge: -1. The calculation puts the HOMO energy at -7.38 eV.

Atom charges from the Löwdin analysis, given in e for atoms 1 to 8: N -0.591; O -0.089; O -0.073; O 0.006; C -0.024; C -0.268; C -0.079; O 0.106

=====

b:
# C28H42NO24

A 8-piece molecular cluster, C28H42NO24 overall (the ωB97M-V functional and the def2-TZVPD basis, OMol25).

XYZ file:
```
95
Properties=species:S:1:pos:R:3
N 0.4682 0.3700 0.1791
O 1.1265 -0.6972 0.1137
O 0.5521 1.0466 1.2309
O -0.6176 0.3102 -0.4595
C -2.5788 1.8815 1.6447
C -4.1060 1.7403 1.2865
C -4.4511 0.8742 0.1272
O -5.1783 -0.1822 0.7232
C -5.2925 -0.0561 1.9857
O -5.8416 -0.7850 2.8885
O -4.7179 1.0795 2.3178
H -2.4306 2.3595 2.6523
H -1.9772 2.3743 0.9523
H -1.9812 0.9356 1.6790
H -4.6077 2.8568 1.2723
H -3.4451 0.3846 -0.2478
H -4.9868 1.4426 -0.5126
C -0.0597 3.3634 3.8610
C -0.6353 2.3708 4.7562
C -0.0241 0.9676 4.3874
O 0.7584 0.6103 5.5489
C 0.6388 1.4577 6.5173
O 1.0983 1.3491 7.5426
O -0.1591 2.5087 6.1280
H 1.0721 3.3685 3.7950
H -0.2867 4.4875 4.1501
H -0.4776 3.4633 2.9471
H -1.8001 2.4951 4.6223
H 0.7312 0.8705 3.4229
H -0.5563 0.2693 4.0085
C -0.4391 -3.5357 -1.2104
C -1.4594 -3.3994 -0.0890
C -2.4243 -2.2341 -0.3486
O -3.6907 -2.8880 -0.2106
C -3.6367 -4.1410 -0.1734
O -4.6792 -4.7624 -0.1166
O -2.3386 -4.5414 -0.0050
H -0.0642 -2.4113 -1.4371
H -0.7918 -3.6727 -2.3070
H 0.1665 -4.4570 -0.7378
H -0.8780 -3.3295 0.9913
H -2.1246 -1.6596 -1.4044
H -2.2197 -1.5585 0.5043
C 3.1412 -3.6610 1.2264
C 3.0028 -3.0212 2.6951
C 1.7293 -2.2817 2.9575
O 1.3231 -2.8893 4.2440
C 1.9618 -4.0212 4.5526
O 1.6019 -4.8144 5.4586
O 2.9240 -4.1204 3.7014
H 2.5142 -4.4998 0.9718
H 4.1686 -3.9431 0.9644
H 3.1663 -2.6800 0.5121
H 3.9247 -2.2848 3.0494
H 0.8801 -2.6252 2.2220
H 1.8894 -0.9893 2.7929
C 1.5347 2.7063 -2.6106
C 0.8559 3.7414 -1.7860
C 1.1757 4.0073 -0.3450
O 1.3061 5.3271 -0.1744
C 1.1790 5.8993 -1.3928
O 1.2109 7.0795 -1.5671
O 1.0478 5.0413 -2.2818
H 1.5538 1.7619 -2.2493
H 2.6021 2.4605 -2.4764
H 1.4651 2.9367 -3.7013
H -0.2330 3.6014 -1.7811
H 2.1900 3.7021 0.1120
H 0.4173 3.4114 0.3793
C -2.6672 1.5297 -3.0623
C -2.0498 0.6821 -4.1778
C -0.5947 0.0164 -3.8019
O -0.7809 -1.3643 -4.1105
C -2.0123 -1.5316 -4.5101
O -2.4297 -2.6831 -4.8626
O -2.7561 -0.5049 -4.4307
H -2.8385 1.1210 -1.9712
H -3.6252 1.7966 -3.5981
H -2.0267 2.5343 -3.1200
H -2.0778 1.2454 -5.1066
H -0.2439 -0.0772 -2.8202
H 0.1281 0.6375 -4.3768
C 4.2842 -2.2936 -1.9961
C 4.0893 -1.4172 -3.2876
C 2.7549 -0.9618 -3.3470
O 2.9337 0.3707 -3.8039
C 4.1823 0.7895 -3.5957
O 4.6580 1.8891 -3.8336
O 4.9334 -0.2971 -3.2119
H 4.5384 -1.7146 -1.0073
H 5.1488 -3.0101 -2.2814
H 3.5939 -3.0967 -1.6703
H 4.3976 -1.9376 -4.0578
H 2.1464 -0.8997 -2.3631
H 2.1267 -1.5938 -4.0455
```

As for the charge: -1. The calculation puts the HOMO energy at -7.64 eV.

Atom charges from the Löwdin analysis, given in e for atoms 1 to 8: N -0.530; O -0.075; O -0.067; O -0.090; C -0.005; C -0.316; C -0.079; O 0.121

=====

How do the energies compare? Relative to the most stable structure, in eV: a 0.000; b 5.726.

=====

a:
# C3H7NO2

An isolated molecule of C3H7NO2 (the ωB97M-V functional and the def2-TZVPD basis, OMol25).

XYZ file:
```
13
Properties=species:S:1:pos:R:3
C -0.8696 -1.0794 0.6584
C -0.6224 0.2920 -0.1259
O -0.5311 -0.0179 -1.5015
C 0.6422 0.9704 0.3935
N 1.7673 0.9136 -0.4003
O 0.6308 1.5324 1.4893
H -0.5850 -0.9980 1.8110
H -0.2064 -1.9001 0.0911
H -1.9950 -1.2827 0.5471
H -1.5721 0.9404 0.0112
H -1.1347 -0.9811 -1.6572
H 1.8308 0.3183 -1.2837
H 2.6450 1.2921 -0.0331
```

As for the charge: 0. The calculation puts the HOMO energy at -9.84 eV. Its SMILES is C[C@H](O)C(N)=O.

Atom charges from the Löwdin analysis, given in e for atoms 1 to 8: C -0.064; C -0.399; O -0.137; C -0.512; N 0.147; O 0.028; H 0.115; H 0.114

=====

b:
# C3H7NO2

An isolated molecule of C3H7NO2 (the ωB97M-V functional and the def2-TZVPD basis, OMol25).

XYZ file:
```
13
Properties=species:S:1:pos:R:3
C -1.5559 -0.7491 -1.0513
C -0.3704 -0.1053 -1.7972
N 0.9643 -0.1183 -0.6104
O 2.1648 -0.1281 -0.9136
O 0.6999 0.3963 0.6514
C 1.6706 1.2685 1.2880
H -1.6612 -1.7945 -1.2170
H -1.3187 -0.5619 0.0008
H -2.4922 -0.1483 -1.2237
H 0.1702 -0.6443 -2.6280
H 1.2840 2.2096 1.2048
H 2.6144 1.0197 0.8003
H 1.7729 0.8562 2.3377
```

As for the charge: 0. The calculation puts the HOMO energy (alpha / beta) at -8.82 / -8.03 eV. Its SMILES is C/C=[N+](/[O-])OC.

Atom charges from the Löwdin analysis, given in e for atoms 1 to 8: C -0.157; C 0.051; N -0.207; O -0.016; O -0.148; C -0.016; H 0.046; H 0.052

=====

How do the energies compare? Relative to the most stable structure, in eV: a 0.000; b 5.966.